(1)
114
Properties=species:S:1:pos:R:3 method="wB97M-V/def2-TZVPD" lumo_energy_ev="3.577 / 3.536" homo_ev="-2.9 / -2.9" gap_ev="6.48 / 6.44" multiplicity=2 de_lowest_kj_mol=36.5 total_charge=-2
Rb 0.80500 0.20274 0.64737
C -1.78768 4.28762 2.63655
C -0.63759 3.62795 2.17305
N -0.73879 2.31929 2.32406
N -1.94626 2.10755 2.88640
C -2.59932 3.26428 3.07874
B -2.44624 0.66572 3.04773
N -2.87717 0.09539 1.67921
C -3.17278 -1.18334 1.36888
C -3.77025 -1.20487 0.12999
C -3.79977 0.14864 -0.24305
N -3.26879 0.92862 0.68533
N -1.32664 -0.17216 3.66198
C -0.67547 0.09506 4.80751
C 0.30860 -0.85042 4.97264
C 0.17926 -1.67265 3.84071
N -0.80657 -1.26591 3.05550
N -3.70974 0.70642 3.95060
C -4.99339 0.67413 3.54284
C -5.79357 0.89945 4.64228
C -4.87772 1.06580 5.69393
N -3.62905 0.95379 5.27111
H -1.99180 5.34368 2.65567
H 0.25629 4.04399 1.73957
H -3.58272 3.27158 3.51596
H -2.92000 -1.98038 2.04490
H -4.08857 -2.06626 -0.42919
H -4.18585 0.59054 -1.14895
H -0.95836 0.94289 5.40862
H 1.03571 -0.91223 5.76390
H 0.78928 -2.50699 3.53357
H -5.23896 0.49709 2.51107
H -6.86856 0.92811 4.67727
H -5.07017 1.25747 6.73840
Br 1.68992 3.18072 4.95013
C 2.74081 1.62057 4.60407
C 3.53275 1.13569 5.63239
C 4.26397 -0.01219 5.36998
C 4.16077 -0.60793 4.12656
C 3.34360 -0.01592 3.16950
N 2.64227 1.09783 3.40839
C 3.22460 -0.64996 1.78453
O 2.83530 -1.83238 1.77795
O 3.47095 0.09930 0.82101
H 3.56108 1.63538 6.58876
H 4.89565 -0.43937 6.13899
H 4.67200 -1.52717 3.88113
C 3.11569 -1.07034 -4.96936
C 3.49793 -0.05231 -3.93518
C 4.64172 0.73341 -4.02035
C 4.92712 1.65164 -3.02458
C 4.03200 1.75168 -1.96888
Br 4.40940 2.98874 -0.57107
N 2.94785 1.02957 -1.85915
C 2.69619 0.14686 -2.81981
H 3.87308 -1.13474 -5.75066
H 2.16476 -0.81437 -5.43835
H 2.99673 -2.05809 -4.52379
H 5.31593 0.62271 -4.86214
H 5.81572 2.26498 -3.05079
H 1.80034 -0.45492 -2.69010
C 1.41713 4.46521 -1.90470
N 0.05323 4.75469 -2.29120
C -0.09087 5.00444 -3.71685
C -0.89835 3.97719 -1.64860
N -0.53103 3.06641 -0.83875
N -2.22522 4.30811 -1.96702
C -3.25203 3.43086 -1.44538
C -2.60527 5.70564 -1.93077
H 2.06856 5.20044 -2.38028
H 1.72223 3.45745 -2.20810
H 1.52998 4.52894 -0.82602
H 0.48185 4.27759 -4.30208
H 0.26752 6.00908 -3.96024
H -1.13220 4.91999 -4.01344
H -1.31661 2.68610 -0.32032
H -3.40309 3.54388 -0.36374
H -2.99078 2.39247 -1.63286
H -4.19073 3.65129 -1.95795
H -1.73790 6.33554 -2.10811
H -3.02710 5.97360 -0.95264
H -3.35820 5.91830 -2.69492
S -1.37529 -6.64072 -3.58606
P -0.53535 -5.07416 -2.69926
S -1.02584 -3.21098 -3.20254
C -0.71348 -5.24056 -0.88069
C -0.51924 -6.48065 -0.27470
C -0.58720 -6.60384 1.10230
C -0.85707 -5.48971 1.89209
C -1.06172 -4.25528 1.29755
C -0.98764 -4.13592 -0.08508
C 1.29519 -5.17445 -2.88685
C 1.86651 -5.85983 -3.95104
C 3.24196 -5.84889 -4.13757
C 4.06217 -5.15742 -3.25710
C 3.49862 -4.47470 -2.18590
C 2.12430 -4.48327 -2.00602
H -0.33083 -7.34587 -0.89938
H -0.43312 -7.57216 1.56478
H -0.90721 -5.58392 2.97056
H -1.26468 -3.37669 1.89860
H -1.14795 -3.17823 -0.56648
H 1.21541 -6.40756 -4.62125
H 3.67611 -6.38775 -4.97205
H 5.13638 -5.15177 -3.40068
H 4.12345 -3.92973 -1.48955
H 1.69423 -3.93602 -1.17545
C -1.95882 -0.03378 -3.30048
O -0.78854 0.64299 -2.73259
C -0.12013 1.37371 -3.58895
O -0.31549 1.60195 -4.74519
H -2.45544 -0.49657 -2.45453
H -1.62546 -0.79585 -4.00120
H -2.58536 0.70843 -3.79468



(2)
103
Properties=species:S:1:pos:R:3 method="wB97M-V/def2-TZVPD" lumo_energy_ev="-3.321 / -2.646" homo_ev="-9.7 / -9.9" gap_ev="6.36 / 7.24" multiplicity=4 de_lowest_kj_mol=84.4 total_charge=+1
Cr 0.38302 -0.59926 -0.18709
C 0.60982 -0.53519 -4.40392
C 1.63317 -1.63858 -4.09620
C 1.03342 -2.82254 -3.40542
C 2.81036 -1.15913 -3.35909
C 4.02716 -1.66187 -3.84676
C 5.24949 -1.43036 -3.16693
C 5.22933 -0.70970 -1.95576
C 3.98888 -0.27327 -1.41829
C 3.88784 0.51193 -0.10139
C 4.60437 1.86524 -0.18684
C 4.41026 -0.30164 1.11025
C 2.81545 -0.50875 -2.11857
N 1.59835 0.05569 -1.55512
C 1.37864 1.34138 -2.00713
C 2.27611 2.11420 -2.73990
C 1.79259 3.27054 -3.34768
C 0.50957 3.70707 -3.16236
C -0.35886 3.01702 -2.31935
C 0.14078 1.92485 -1.73715
F -0.72112 1.16554 -0.95359
H -0.01506 -0.76556 -5.27941
H 1.03732 0.44746 -4.56364
H -0.11687 -0.38087 -3.58763
H 1.93183 -2.05114 -5.06342
H 0.61269 -2.49921 -2.50252
H 1.83293 -3.57125 -3.16801
H 0.25324 -3.21011 -4.05419
H 4.08867 -2.22362 -4.74887
H 6.17997 -1.75939 -3.63261
H 6.12639 -0.35435 -1.53464
H 2.85145 0.69777 0.17299
H 5.68994 1.68955 -0.10550
H 4.30903 2.57052 0.66156
H 4.28375 2.36688 -1.06770
H 5.41272 -0.66545 1.12341
H 3.72532 -1.11764 1.17977
H 4.45111 0.31769 2.02112
H 3.32907 2.01252 -2.78945
H 2.38679 3.83338 -4.06945
H 0.18182 4.62878 -3.66436
H -1.36137 3.26824 -2.05468
O -1.08989 -1.96208 0.86613
S -1.74521 -2.34601 -0.45911
O -1.57762 -3.70834 -0.78689
O -1.07602 -1.45815 -1.46398
C -3.43008 -1.85385 -0.06385
C -4.37738 -2.80251 -0.47309
C -5.75141 -2.51455 -0.16608
C -6.10105 -1.40518 0.53352
C -5.11518 -0.51644 1.01654
C -3.81446 -0.67925 0.64780
P -2.60910 0.62379 1.11091
C -3.17279 2.06205 0.15987
C -3.98110 2.12583 -0.88800
C -4.10451 3.27209 -1.63617
C -3.41003 4.37953 -1.34261
C -2.63756 4.38432 -0.16845
C -2.48197 3.22783 0.59010
C -3.26162 0.83009 2.87506
C -3.90523 1.98086 3.29385
C -4.37044 1.99504 4.60705
C -4.23105 0.88738 5.50347
C -3.68455 -0.26514 4.96939
C -3.13425 -0.29060 3.69350
H -4.05920 -3.61250 -1.07922
H -6.54333 -3.19597 -0.37128
H -7.12875 -1.31148 0.90436
H -5.44579 0.20861 1.76080
H -4.58910 1.25394 -1.17158
H -4.61956 3.18142 -2.54376
H -3.30907 5.28667 -1.91253
H -2.04045 5.26471 0.12764
H -1.97082 3.22393 1.53584
H -4.03843 2.89161 2.71742
H -4.94058 2.91259 4.94705
H -4.61380 0.80275 6.49567
H -3.50385 -1.11904 5.58827
H -2.77880 -1.13415 3.18967
C 0.27977 0.38870 5.38412
N 0.63865 0.54266 4.01260
C 0.66195 1.87997 3.38733
C 0.77123 1.61493 1.94084
O 0.79926 2.40007 0.98378
N 0.73139 0.19127 1.78597
C 0.52566 -0.30476 3.00480
N 0.24794 -1.58245 3.20001
H 1.09643 -0.00873 5.97418
H -0.61420 -0.28155 5.41576
H -0.05973 1.31904 5.82573
H 1.57498 2.39419 3.71111
H -0.30221 2.36758 3.61952
H 0.06792 -2.18693 2.43129
H 0.27349 -2.09620 4.08154
C 3.82700 -4.49679 -1.23152
C 2.68765 -4.46118 -0.21672
C 2.15243 -3.13741 -0.02696
N 1.56669 -2.20971 0.19115
H 4.36427 -5.42678 -1.10854
H 4.51425 -3.64576 -1.17157
H 3.42457 -4.54739 -2.26241
H 2.99475 -4.83412 0.80652
H 1.93053 -5.06588 -0.66034



(3)
111
Properties=species:S:1:pos:R:3 method="wB97M-V/def2-TZVPD" lumo_energy_ev=3.200 homo_ev=-1.5 gap_ev=4.67 de_lowest_kj_mol=168.3 total_charge=-2
Cs -0.54071 -0.09993 -0.65252
C -7.23926 2.05938 -1.69389
S -7.50049 0.54055 -0.78341
C -5.79079 -0.06757 -0.70038
S -4.60687 0.58891 -1.70107
N -5.64890 -1.04184 0.14216
N -4.47721 -1.73070 -0.05820
C -4.18787 -2.57026 0.85461
C -3.11525 -3.59277 0.74663
C -2.07560 -3.57585 -0.24955
C -1.09991 -4.52815 -0.24010
C -1.29963 -5.65887 0.53450
C -2.33561 -5.61547 1.44873
N -3.18374 -4.61800 1.57734
H -7.03341 1.88193 -2.73580
H -6.34456 2.43522 -1.25965
H -8.04862 2.75811 -1.59592
H -4.82899 -2.78269 1.74354
H -2.01838 -2.69314 -0.94093
H -0.30738 -4.42755 -0.99235
H -0.61020 -6.54259 0.47304
H -2.64449 -6.51118 2.03611
C 0.03506 0.70490 4.82945
N 1.10545 0.89932 3.84723
C 1.15923 -0.07894 2.76124
C 2.23605 0.48567 1.88346
N 2.34536 0.40072 0.58258
C 3.45767 1.15306 0.21687
C 3.86386 1.70921 -1.00117
C 4.83187 2.70139 -1.01711
C 5.43029 3.03450 0.21669
C 5.03855 2.63853 1.45025
C 4.00193 1.69598 1.41699
N 3.28379 1.15220 2.43495
C -1.35126 0.98052 4.28483
N -1.69797 1.06398 2.99920
C -3.04334 1.34465 3.04311
C -4.02096 1.25764 2.00119
C -5.37590 1.26102 2.36876
C -5.78034 1.19120 3.72700
C -4.86594 1.35865 4.71034
C -3.51991 1.34948 4.32680
N -2.41220 1.18713 5.12820
H 0.16354 1.33856 5.69369
H -0.04512 -0.40263 5.06817
H 0.86868 1.82406 3.39343
H 0.22900 -0.21267 2.22765
H 1.45574 -1.07621 3.10912
H 3.41772 1.37021 -1.93450
H 5.19354 3.12063 -1.93451
H 6.24708 3.76228 0.25055
H 5.54453 3.03538 2.32065
H 3.19753 1.48917 3.39432
H -3.68847 1.17316 1.00284
H -6.15598 1.11784 1.58853
H -6.79943 1.15687 4.01463
H -5.06931 1.40732 5.84461
H -2.49564 1.00353 6.11817
F 3.90439 6.63086 0.48474
C 2.73452 6.30022 -0.13134
F 3.01446 5.85199 -1.38372
F 2.05078 7.46358 -0.21503
C 2.01787 5.32154 0.72266
C 1.62592 4.11079 0.27228
C 0.94987 3.29685 1.18524
N 0.69024 3.61694 2.42841
C 1.12996 4.78121 2.84937
C 1.88848 5.62311 2.03785
H 1.88895 3.71074 -0.70444
H 0.57027 2.23883 0.93411
H 1.04172 4.87570 3.98915
H 2.32403 6.53164 2.51576
C 2.28976 -3.12937 0.81751
C 3.17081 -3.60328 -0.30953
C 4.30871 -2.64720 -0.58466
C 2.36537 -4.16471 -1.58135
C 2.37160 -5.48087 -2.04037
C 1.60238 -5.85180 -3.11019
C 1.11259 -4.80431 -3.95828
C 1.10101 -3.49896 -3.55898
C 0.17249 -2.53843 -4.32144
C -1.22561 -2.58322 -3.70108
C 0.65289 -1.07191 -4.50324
C 1.65316 -3.17456 -2.37811
N 1.53726 -2.01833 -1.71458
H 2.91876 -2.67655 1.55733
H 1.62152 -3.97652 1.08105
H 1.66815 -2.28794 0.40462
H 3.62679 -4.55486 0.04919
H 4.04528 -1.69202 -1.05372
H 5.10276 -3.02295 -1.21672
H 4.68576 -2.31490 0.40754
H 2.98259 -6.21738 -1.47219
H 1.54329 -6.87758 -3.45174
H 0.50326 -5.03716 -4.83600
H 0.19245 -2.99842 -5.31260
H -0.97075 -2.38793 -2.60475
H -1.64140 -3.53072 -4.02128
H -1.86431 -1.81985 -4.18686
H 0.04070 -0.44870 -3.83412
H 0.37480 -0.67766 -5.51725
H 1.76447 -0.86019 -4.32443
N 1.68704 4.50415 -4.42739
N 0.83909 3.61325 -3.88061
N -0.34098 3.13988 -4.24768
C -0.56176 2.19581 -3.32735
N 0.39040 2.20387 -2.38618
N 1.29723 3.07433 -2.77226
H 1.37498 -1.35577 -2.30478
H 1.42715 4.70581 -5.39683
H -1.49802 1.70713 -3.28693



(4)
98
Properties=species:S:1:pos:R:3 method="wB97M-V/def2-TZVPD" lumo_energy_ev="-0.194 / -0.479" homo_ev="-5.7 / -7.6" gap_ev="5.53 / 7.15" multiplicity=5 de_lowest_kj_mol=0.0
Os 0.41606 0.88239 -0.23797
S -0.16020 1.18719 -2.72404
P -1.83710 0.57010 -1.75659
C -1.26062 -0.25476 -0.35808
P -1.80794 -1.64291 0.56919
S -0.41184 -2.86647 1.24089
C -2.85573 -1.09133 1.96406
C -2.54592 -1.46719 3.26477
C -3.33655 -1.04429 4.32663
C -4.44483 -0.24498 4.09769
C -4.77264 0.12560 2.79778
C -3.98261 -0.30083 1.74315
C -2.94723 -2.59321 -0.48792
C -4.22092 -2.98039 -0.08807
C -5.00639 -3.77581 -0.91540
C -4.52307 -4.19181 -2.14454
C -3.24368 -3.82331 -2.54471
C -2.46111 -3.03871 -1.71731
C -2.70295 2.09974 -1.27141
C -3.11895 3.00508 -2.24826
C -3.77698 4.16711 -1.88703
C -4.02643 4.44058 -0.54485
C -3.60216 3.55281 0.43002
C -2.93779 2.38695 0.06456
C -3.00355 -0.19239 -2.92739
C -4.34584 -0.36055 -2.59254
C -5.22202 -0.94726 -3.48798
C -4.76864 -1.35459 -4.73754
C -3.43965 -1.17334 -5.08487
C -2.55827 -0.59418 -4.18035
H -1.67484 -2.08853 3.43166
H -3.07942 -1.33806 5.33637
H -5.05674 0.08779 4.92655
H -5.64239 0.74195 2.60790
H -4.25439 -0.01934 0.73419
H -4.60872 -2.67246 0.87356
H -5.99626 -4.07205 -0.59143
H -5.13626 -4.80822 -2.79004
H -2.85863 -4.14710 -3.50334
H -1.46065 -2.75894 -2.02879
H -2.92009 2.79733 -3.29390
H -4.09695 4.86478 -2.65044
H -4.54066 5.35080 -0.26370
H -3.77487 3.76594 1.47778
H -2.56049 1.71567 0.82371
H -4.71433 -0.03179 -1.62857
H -6.25912 -1.08853 -3.21271
H -5.45592 -1.80954 -5.43962
H -3.08480 -1.48283 -6.05968
H -1.51641 -0.45765 -4.44436
C -0.07290 3.12268 2.35053
C 0.51652 1.80189 2.84896
C -0.34276 1.30760 4.02080
C 1.94328 2.06304 3.36498
C 0.56073 0.74004 1.77623
H -0.01848 3.88435 3.13369
H -1.12004 3.00264 2.06932
H 0.45659 3.50561 1.47455
H -0.37811 2.04758 4.82726
H 0.05651 0.37755 4.43212
H -1.36467 1.11350 3.68685
H 1.94366 2.80187 4.17314
H 2.58806 2.43485 2.56393
H 2.38742 1.14157 3.74804
H 0.80872 -0.25773 2.14584
N 1.97459 2.27827 -0.21454
C 2.83291 3.03732 -0.22941
C 3.91226 3.99226 -0.24864
C 5.07068 3.70768 -0.96280
C 6.09768 4.63730 -0.97355
C 5.96044 5.83151 -0.27837
C 4.79996 6.10635 0.43184
C 3.76604 5.18408 0.45282
H 5.16146 2.77531 -1.50367
H 7.00374 4.42954 -1.52584
H 6.76543 6.55440 -0.29003
H 4.69755 7.03801 0.97095
H 2.85524 5.37964 1.00240
C 2.70909 -1.36977 0.29064
C 3.82670 -2.35994 -0.11559
N 3.84575 -2.56379 -1.56714
C 4.13913 -1.28482 -2.20894
C 3.13355 -0.19920 -1.75201
N 2.07455 -0.81055 -0.92509
C 1.45665 -1.90778 -1.70443
C 2.51258 -2.99661 -1.99601
H 3.09029 -0.53349 0.88036
H 1.92550 -1.85144 0.87213
H 3.67386 -3.32717 0.36575
H 4.80964 -1.99392 0.18878
H 4.09705 -1.42831 -3.29042
H 5.16149 -0.99543 -1.95566
H 2.65304 0.30179 -2.59465
H 3.62870 0.55827 -1.14544
H 1.04561 -1.46241 -2.61244
H 0.63442 -2.29710 -1.10953
H 2.55372 -3.22784 -3.06230
H 2.27077 -3.91980 -1.46634